{
  "formula": "C36H54ClF3N4O3PReSSe2",
  "method": "wB97M-V/def2-TZVPD",
  "elements": ["Re", "F", "C", "F", "F", "C", "C", "C", "C", "N", "C", "S", "H", "H", "H", "C", "Se", "C", "C", "Se", "C", "H", "H", "H", "H", "H", "H", "H", "H", "H", "H", "C", "C", "C", "C", "Cl", "C", "C", "C", "O", "C", "C", "O", "O", "H", "H", "H", "H", "H", "H", "H", "H", "C", "C", "C", "C", "P", "N", "C", "C", "C", "C", "C", "C", "C", "C", "H", "H", "H", "H", "H", "H", "H", "H", "H", "H", "H", "H", "H", "H", "H", "H", "H", "H", "H", "H", "H", "H", "H", "H", "H", "H", "H", "N", "C", "C", "C", "N", "C", "C", "H", "H", "H", "H", "H", "H"],
  "positions_angstrom": [[0.190931, -0.181792, 0.162936], [4.642633, -4.733759, 1.804933], [3.581788, -3.919351, 1.840965], [2.551202, -4.648595, 2.294605], [3.840700, -3.000845, 2.791815], [3.301319, -3.285443, 0.506765], [4.130990, -3.471901, -0.587398], [3.822837, -2.845049, -1.787160], [2.685003, -2.056273, -1.856099], [1.895251, -1.869908, -0.814405], [2.185152, -2.448566, 0.360674], [1.099449, -2.071193, 1.636812], [5.010759, -4.090650, -0.500040], [4.455485, -2.976991, -2.648948], [2.400849, -1.543638, -2.764553], [-2.136864, 2.450575, -2.325543], [-1.242599, 2.179030, -0.598045], [0.287672, 3.358760, -0.925989], [0.844998, 3.336538, -2.331510], [1.094760, 1.544630, -3.142274], [2.288306, 2.130276, -4.551407], [-2.023258, 3.499649, -2.589769], [-3.190003, 2.223512, -2.212708], [-1.686184, 1.810061, -3.079515], [1.023263, 3.021971, -0.199075], [-0.018621, 4.375836, -0.659597], [1.827781, 3.816221, -2.317264], [0.204029, 3.888408, -3.024605], [1.930552, 3.071094, -4.969268], [2.292290, 1.364124, -5.321919], [3.286853, 2.236615, -4.137780], [1.406944, 4.354203, 2.661428], [2.047234, 5.030498, 1.488599], [1.760679, 6.355038, 1.214540], [2.304998, 6.986384, 0.106429], [1.942770, 8.650064, -0.190147], [3.136947, 6.290241, -0.750644], [3.436382, 4.963638, -0.487346], [2.911816, 4.323786, 0.630058], [3.147289, 3.021393, 0.979449], [3.933117, 2.170863, 0.174698], [3.074800, 1.249046, -0.756544], [3.564076, 0.890461, -1.813901], [1.918527, 0.981423, -0.320254], [1.090117, 5.092470, 3.392375], [2.092310, 3.652598, 3.129026], [0.523268, 3.804529, 2.331974], [1.104268, 6.904214, 1.872071], [3.553075, 6.780292, -1.617559], [4.091830, 4.452924, -1.176584], [4.488828, 1.519755, 0.860530], [4.658428, 2.706519, -0.438442], [-0.660111, -4.312168, -0.276134], [-1.963893, -4.011400, -1.009347], [-3.017080, -5.079071, -0.726152], [-1.618924, -4.039704, -2.498630], [-2.493509, -2.227788, -0.501479], [-1.220554, -1.280960, -0.348573], [-3.349527, -2.174517, 1.217437], [-2.537215, -3.046906, 2.171333], [-3.284503, -0.746451, 1.759617], [-4.786407, -2.682234, 1.163201], [-3.597239, -1.455614, -1.866470], [-4.202011, -0.178222, -1.287491], [-4.721303, -2.371977, -2.338012], [-2.687652, -1.049327, -3.027712], [-0.282776, -5.280182, -0.602158], [-0.759173, -4.335771, 0.802066], [0.071292, -3.553120, -0.541335], [-2.643197, -6.031611, -1.101179], [-3.957609, -4.874108, -1.231337], [-3.207852, -5.204186, 0.335727], [-1.114413, -4.980631, -2.715043], [-0.934439, -3.234087, -2.751996], [-2.495642, -3.997867, -3.136985], [-1.505830, -2.701220, 2.221844], [-2.561140, -4.091848, 1.887457], [-2.966045, -2.975926, 3.169293], [-2.283063, -0.336369, 1.599886], [-3.473498, -0.762125, 2.831490], [-4.009534, -0.082912, 1.304112], [-4.842504, -3.666153, 0.707206], [-5.446602, -2.006542, 0.624926], [-5.167573, -2.770709, 2.179516], [-4.982203, -0.395783, -0.566508], [-4.665486, 0.397181, -2.087388], [-3.424605, 0.430753, -0.820724], [-5.317196, -2.733167, -1.505474], [-4.352350, -3.227827, -2.894555], [-5.377670, -1.809881, -3.000598], [-1.774894, -0.584688, -2.646813], [-3.207974, -0.332972, -3.661644], [-2.415994, -1.890639, -3.653598], [1.810976, 1.319530, 6.088294], [1.449792, 1.192288, 4.800920], [0.131931, 1.414170, 4.359389], [-0.173701, 1.246770, 3.030931], [0.717174, 0.864685, 2.109476], [1.978944, 0.687548, 2.519824], [2.390544, 0.858923, 3.814051], [1.125170, 1.488560, 6.801109], [2.742090, 1.075000, 6.374186], [-0.640546, 1.696524, 5.057967], [-1.183260, 1.419113, 2.674691], [2.698117, 0.384395, 1.776192], [3.425641, 0.697536, 4.070802]],
  "forces_ev_per_a": [[-0.82, -2.64, 0.55], [0.14, -0.07, -0.22], [0.23, -0.01, 0.20], [-0.22, -0.09, -0.11], [0.04, 0.18, -0.01], [-0.17, 0.13, -0.11], [-0.17, 0.13, -0.01], [-0.01, -0.12, 0.03], [0.44, -0.11, -0.26], [-0.40, 0.08, 0.27], [0.57, -0.51, -0.42], [-0.61, 1.64, -0.64], [0.06, -0.07, 0.02], [0.03, 0.04, -0.11], [0.05, 0.05, -0.04], [0.03, -0.24, -0.01], [0.40, -0.10, -0.17], [0.04, 0.18, 0.24], [0.02, -0.30, -0.53], [-0.84, 0.30, -0.43], [-0.02, 0.14, 0.11], [0.04, -0.03, 0.09], [-0.04, 0.02, 0.13], [0.02, 0.12, 0.02], [-0.15, 0.01, -0.05], [-0.02, -0.16, -0.05], [-0.11, -0.02, 0.00], [0.13, 0.03, 0.16], [0.05, -0.09, -0.05], [-0.03, 0.01, -0.02], [0.07, 0.04, -0.02], [0.07, 0.02, -0.09], [0.23, -0.21, -0.12], [0.12, 0.00, -0.15], [0.09, -0.19, -0.07], [-0.05, 0.16, -0.06], [-0.19, 0.27, 0.13], [0.12, -0.35, 0.07], [-0.12, 0.36, 0.00], [-0.08, 0.14, 0.30], [-0.20, -0.32, -0.47], [1.94, 0.67, -0.71], [0.42, -0.23, 0.59], [-2.28, -1.04, 1.71], [-0.05, 0.03, 0.09], [-0.02, -0.08, 0.07], [-0.03, -0.11, 0.05], [-0.06, 0.07, 0.08], [0.04, 0.03, -0.04], [0.03, -0.10, -0.01], [-0.04, 0.09, -0.11], [-0.05, -0.09, 0.09], [0.05, 0.16, 0.09], [0.09, 0.48, 0.13], [-0.12, 0.22, 0.14], [-0.05, 0.18, -0.03], [-1.58, -0.64, -0.08], [3.11, 2.44, 0.55], [0.12, -0.13, -0.49], [0.13, 0.00, -0.10], [0.16, 0.11, -0.17], [0.00, 0.02, -0.09], [0.33, -0.12, 0.37], [0.11, -0.04, 0.18], [0.13, -0.14, 0.14], [0.22, -0.04, 0.06], [-0.03, -0.11, -0.07], [0.03, -0.01, 0.09], [0.11, -0.07, 0.05], [0.07, -0.03, -0.05], [-0.12, -0.01, -0.04], [-0.05, -0.04, 0.06], [0.04, -0.08, 0.07], [0.09, 0.05, -0.12], [-0.04, 0.08, -0.08], [0.10, -0.11, 0.04], [0.08, -0.15, 0.03], [-0.09, 0.08, 0.08], [-0.13, 0.05, 0.13], [-0.05, -0.08, 0.10], [-0.08, 0.08, -0.03], [-0.10, -0.12, -0.03], [-0.05, -0.01, -0.02], [-0.02, 0.02, 0.11], [-0.04, 0.06, 0.16], [0.02, 0.01, -0.13], [-0.19, 0.05, 0.02], [-0.16, -0.05, 0.03], [0.00, -0.07, -0.04], [-0.04, 0.08, -0.06], [-0.01, 0.07, -0.20], [-0.09, 0.08, 0.00], [0.06, -0.05, -0.05], [0.00, 0.04, 0.23], [-0.03, 0.04, -0.48], [0.06, -0.07, -0.02], [-0.28, 0.00, 0.15], [-0.60, 0.00, -0.93], [0.50, 0.13, 0.17], [-0.25, -0.02, 0.06], [0.03, 0.00, 0.04], [-0.04, 0.02, 0.07], [-0.09, 0.07, 0.02], [0.01, -0.04, 0.06], [-0.09, 0.02, 0.01], [0.11, -0.03, 0.00]],
  "spin_multiplicity": 2,
  "homo_lumo_gap_ev": [5.80, 6.14],
  "lumo_ev": [-3.85, -3.52],
  "homo_energy_ha": [-0.355, -0.355],
  "e_tot_ha": -8229.214982,
  "charge": 1
}

{
  "formula": "C36H54F3O28V",
  "method": "wB97M-V/def2-TZVPD",
  "elements": ["O", "V", "O", "C", "O", "O", "C", "F", "F", "F", "C", "C", "H", "H", "H", "H", "H", "H", "C", "C", "C", "O", "C", "O", "O", "H", "H", "H", "H", "H", "H", "C", "C", "C", "O", "C", "O", "O", "H", "H", "H", "H", "H", "H", "C", "C", "C", "O", "C", "O", "O", "H", "H", "H", "H", "H", "H", "C", "C", "C", "O", "C", "O", "O", "H", "H", "H", "H", "H", "H", "C", "C", "C", "O", "C", "O", "O", "H", "H", "H", "H", "H", "H", "C", "C", "C", "O", "C", "O", "O", "H", "H", "H", "H", "H", "H", "C", "C", "C", "O", "C", "O", "O", "H", "H", "H", "H", "H", "H", "C", "C", "C", "O", "C", "O", "O", "H", "H", "H", "H", "H", "H"],
  "positions_angstrom": [[1.339564, 0.916420, 0.415811], [1.246471, -0.639592, 0.736382], [0.198379, -1.442530, -0.139517], [3.804964, -1.325198, 1.959885], [2.874778, -0.282276, 2.361775], [3.070021, -2.045355, 0.954648], [5.144045, -0.635070, 1.425117], [5.000019, 0.233370, 0.374509], [5.874291, 0.034691, 2.387130], [5.962243, -1.603005, 0.974948], [3.268157, 0.461339, 3.557035], [1.891102, 0.992755, 4.026676], [1.413803, 0.091982, 4.412557], [1.822494, 1.742839, 4.814560], [1.275320, 1.458500, 3.257266], [4.025417, 1.230464, 3.405053], [3.683558, -0.152017, 4.356631], [3.968855, -2.002248, 2.798246], [-4.999806, 1.642034, 3.201078], [-3.615286, 1.985494, 2.629131], [-2.613757, 2.310303, 3.727078], [-1.431368, 1.691141, 3.297628], [-1.681061, 0.799940, 2.407869], [-0.753356, 0.220791, 1.871421], [-3.022478, 0.846479, 2.028997], [-5.368111, 2.445619, 3.838807], [-4.870419, 0.724486, 3.775084], [-5.828518, 1.534318, 2.501265], [-3.586784, 2.780984, 1.884507], [-2.981959, 1.996561, 4.703857], [-2.477890, 3.391396, 3.756867], [3.093425, -2.099818, -5.946041], [3.580008, -1.110039, -4.880948], [2.937813, 0.259223, -4.989109], [2.584746, 0.471519, -3.630324], [2.729892, -0.594739, -2.883619], [2.365558, -0.720600, -1.735232], [3.221789, -1.584265, -3.596675], [2.003762, -2.126404, -5.950916], [3.438218, -3.090205, -5.648796], [3.310499, -1.863404, -6.987715], [4.666666, -1.043674, -4.934596], [2.040030, 0.331240, -5.603028], [3.648895, 0.962096, -5.423197], [2.839805, 3.282614, -1.884926], [3.949874, 2.597400, -1.056836], [5.256974, 3.279827, -1.300041], [5.642324, 3.712640, -0.000542], [4.808128, 3.288060, 0.919668], [5.007931, 3.392349, 2.110397], [3.700332, 2.912577, 0.291500], [2.786625, 4.340683, -1.628527], [1.875705, 2.843764, -1.627954], [3.106246, 3.339990, -2.940299], [4.002774, 1.531734, -1.279665], [5.132479, 4.125230, -1.976710], [6.007916, 2.630671, -1.750347], [-0.198003, 5.067401, -0.090406], [0.011295, 4.230449, 1.216864], [1.533678, 4.125740, 1.609725], [1.643985, 4.711039, 2.888509], [0.496618, 5.074121, 3.319489], [0.218916, 5.466232, 4.443617], [-0.412062, 4.973896, 2.328194], [0.119510, 6.083353, 0.144406], [-1.255533, 5.003135, -0.346525], [0.381989, 4.576535, -0.871922], [-0.581244, 3.319971, 1.306413], [2.170671, 4.679526, 0.920043], [1.752812, 3.061552, 1.696846], [-1.615356, 1.518356, -1.293119], [-2.995158, 1.103130, -1.802104], [-3.204321, 1.401553, -3.305004], [-3.827175, 0.252762, -3.746281], [-3.876396, -0.707341, -2.827892], [-4.494856, -1.771687, -2.820605], [-3.184612, -0.341246, -1.777362], [-0.839121, 1.046776, -1.895763], [-1.498922, 1.272722, -0.237552], [-1.498359, 2.598785, -1.377327], [-3.888881, 1.487978, -1.310927], [-2.288484, 1.441458, -3.894693], [-3.914052, 2.227697, -3.261815], [-0.430909, -2.802287, -3.687263], [-1.351835, -3.816408, -4.430036], [-2.576878, -3.136613, -4.934106], [-2.817569, -3.659960, -6.212061], [-1.659247, -4.171760, -6.691113], [-1.533620, -4.708793, -7.811690], [-0.770581, -4.133851, -5.716257], [-0.097876, -1.950099, -4.279700], [0.536357, -3.153258, -3.327640], [-0.819921, -2.452815, -2.730889], [-1.698735, -4.673175, -3.852363], [-2.542844, -2.052016, -4.831230], [-3.444555, -3.510627, -4.390644], [-2.899950, -1.216674, 5.227547], [-1.677588, -2.052335, 5.426020], [-1.816957, -3.461657, 4.973669], [-0.932410, -3.588815, 3.868274], [-0.297220, -2.454988, 3.690377], [0.556313, -2.276960, 2.869009], [-0.695739, -1.540944, 4.538835], [-2.652078, -0.185663, 5.479900], [-3.632375, -1.617573, 5.928212], [-3.334594, -1.213919, 4.227961], [-1.248673, -2.047653, 6.428064], [-2.810816, -3.652911, 4.568970], [-1.631416, -4.210039, 5.744114], [-3.049129, -2.370442, 1.202344], [-2.860852, -3.827153, 0.773319], [-3.047376, -4.069142, -0.733670], [-1.819088, -4.633679, -1.172349], [-0.931665, -4.517227, -0.202559], [0.282628, -4.696316, -0.314688], [-1.541246, -4.127270, 0.911770], [-4.081664, -2.063266, 1.036159], [-2.369352, -1.692393, 0.686350], [-2.909059, -2.396250, 2.282996], [-3.514623, -4.421067, 1.412030], [-3.126209, -3.128102, -1.278025], [-3.878689, -4.692873, -1.062272]],
  "forces_ev_per_a": [[-0.45, -0.60, -0.65], [1.82, -1.88, 0.83], [0.32, 0.98, 0.18], [-2.54, -0.23, -2.65], [2.00, -0.25, 0.91], [0.22, 3.35, 1.42], [0.61, -0.53, -0.10], [-0.40, -0.57, 1.12], [-1.06, -0.50, -0.72], [-0.23, 0.08, 0.13], [-1.77, 1.21, 0.20], [0.18, -0.19, 0.53], [-0.58, 0.19, -0.17], [0.84, -0.07, 0.29], [0.26, -0.47, -0.49], [-0.24, 0.08, -0.74], [-0.11, -0.66, -0.29], [0.69, 0.20, 0.19], [0.21, 0.38, -0.28], [-0.72, 0.10, 0.52], [-1.24, 1.59, 0.19], [0.45, 1.19, 2.28], [0.89, -0.72, -2.95], [-2.25, -0.41, 0.58], [1.86, -1.56, -0.24], [0.38, 0.04, 0.34], [-0.24, 0.06, 0.10], [0.45, -0.31, -0.46], [-0.41, 0.06, -0.09], [0.46, -0.41, 0.07], [0.37, -0.06, 0.20], [-0.58, -0.10, 0.61], [0.14, -0.90, -2.13], [0.21, -0.49, -0.06], [-0.32, 2.98, -0.15], [-1.23, -1.39, 2.37], [0.71, 0.71, -1.42], [0.56, -0.97, -0.37], [-0.17, -0.09, 0.37], [0.09, -0.03, -0.42], [0.71, 0.13, 0.21], [0.08, 0.09, 0.18], [-0.14, -0.38, 0.09], [-0.01, 0.42, 0.67], [0.37, 0.06, 0.59], [-1.34, 0.92, -1.60], [0.76, 0.27, -0.45], [2.49, 0.45, -1.05], [0.11, 0.85, 1.82], [-0.77, -0.45, -1.62], [-1.24, -1.74, 1.19], [0.14, 0.13, 0.47], [0.00, -0.23, -0.57], [-0.35, -0.74, -0.14], [-0.30, -0.03, 0.58], [0.15, 0.31, 0.28], [0.17, -0.05, 0.35], [-0.25, -1.62, 1.44], [1.50, 1.38, -0.09], [-0.88, -1.32, -1.09], [2.17, -0.59, -0.05], [-2.49, 1.32, 2.49], [0.50, -0.62, -2.00], [-2.16, 1.12, 1.07], [-0.01, -0.05, -0.37], [0.01, 0.40, -0.16], [0.06, 0.35, -0.13], [0.53, -0.40, -0.73], [-0.01, -0.33, 0.09], [0.68, 0.28, -0.24], [-0.92, -0.07, 0.34], [0.82, -0.50, -0.81], [0.56, 0.18, 1.66], [-2.11, -1.73, -1.90], [-1.72, -2.42, 0.91], [1.28, 2.31, -1.15], [1.22, 0.86, 1.56], [0.00, -0.15, 0.19], [0.21, -0.22, -0.18], [-0.10, 0.12, -0.14], [0.42, 0.30, 0.64], [0.00, 1.00, 0.19], [0.42, 0.30, -1.21], [0.67, -0.79, 0.54], [0.90, 2.03, -0.18], [-2.37, -0.22, 1.55], [0.37, 0.37, -1.67], [-0.92, -2.20, -2.97], [-0.13, 2.21, 3.74], [2.08, -1.00, 0.33], [-0.78, 0.11, -0.46], [-0.01, -0.98, -0.24], [-0.70, 0.13, -0.17], [1.02, -0.38, -0.12], [0.02, 0.09, -0.74], [-0.02, 0.63, 0.43], [-0.44, 0.29, 1.13], [0.35, 0.56, -0.29], [-1.12, -1.50, -0.65], [-0.22, -1.31, 0.37], [1.60, 0.11, -1.46], [-0.08, 0.20, -0.32], [0.36, 1.47, 0.73], [-0.20, 0.03, 0.18], [-0.39, 0.38, 0.02], [0.34, -0.41, -0.14], [-0.31, 0.52, 0.12], [-0.19, -0.06, 0.15], [0.36, 0.01, -0.16], [-0.56, -0.62, 0.03], [-1.69, 1.36, -1.12], [-0.76, 0.72, -0.81], [-0.37, -0.56, -0.78], [4.22, -0.29, -0.18], [-3.48, 0.19, 0.32], [2.40, -0.72, 1.94], [-0.07, 0.08, -0.14], [0.08, -0.10, 0.15], [0.29, 0.48, 0.06], [0.21, -0.54, -0.07], [-0.31, 0.16, 0.18], [0.10, -0.17, 0.32]],
  "homo_lumo_gap_ev": 8.72,
  "lumo_ev": -0.13,
  "homo_energy_ha": -0.325,
  "e_tot_ha": -4754.525656,
  "charge": 0
}